Record 1
Below is 10 unconnected molecules or ions with the total composition C20H60O20 in a non-equilibrium geometry, with properties calculated with ωB97M-V/def2-TZVPD.

XYZ file:
```
100
Properties=species:S:1:pos:R:3:mulliken_charge:R:1
O 2.564 -0.691 3.332 -0.381
C 3.770 0.074 3.454 -0.320
C 3.662 1.030 4.621 0.006
O 3.328 0.291 5.799 -0.542
H 2.653 -1.459 3.914 0.333
H 4.605 -0.639 3.441 0.355
H 3.924 0.496 2.454 0.214
H 2.847 1.728 4.416 -0.155
H 4.552 1.617 4.848 0.320
H 2.420 0.482 6.035 0.313
O -0.108 0.409 -3.217 -0.168
C -0.677 -0.256 -4.344 0.205
C 0.268 0.030 -5.514 -0.796
O 0.670 1.393 -5.606 -0.528
H -0.441 0.053 -2.385 -0.079
H -0.764 -1.330 -4.180 0.062
H -1.667 0.206 -4.472 0.210
H -0.204 -0.167 -6.474 0.359
H 1.090 -0.662 -5.305 0.324
H 1.360 1.481 -4.938 0.276
O 2.297 -3.187 4.765 -0.538
C 2.306 -4.603 4.450 -0.520
C 2.216 -4.771 2.943 -0.342
O 1.031 -4.183 2.430 -0.410
H 1.432 -2.949 5.106 0.268
H 3.244 -5.005 4.833 0.285
H 1.443 -4.988 4.993 0.308
H 2.277 -5.835 2.695 0.335
H 3.029 -4.342 2.351 0.311
H 0.816 -3.348 2.850 0.234
O 0.108 -1.745 -0.806 -0.422
C 0.465 -1.126 0.400 -0.276
C 1.219 0.180 0.155 -0.442
O 0.407 1.134 -0.494 0.854
H -0.326 -2.596 -0.653 0.199
H -0.439 -0.908 0.993 0.281
H 1.073 -1.791 1.029 0.222
H 2.110 -0.003 -0.451 0.360
H 1.561 0.535 1.137 0.006
H -0.495 1.094 -0.124 -0.258
O -2.259 1.269 0.089 -0.571
C -3.224 1.594 -0.892 -0.435
C -2.787 2.623 -1.910 0.030
O -3.779 2.689 -2.931 -0.591
H -2.467 1.507 1.000 0.255
H -3.428 0.656 -1.428 0.067
H -4.205 1.765 -0.441 0.479
H -1.778 2.433 -2.281 0.115
H -2.796 3.587 -1.382 0.150
H -3.462 3.377 -3.525 0.352
O 3.395 4.546 -2.935 -0.512
C 3.120 3.275 -2.412 -0.186
C 3.489 3.066 -0.931 -0.313
O 2.421 3.337 -0.052 -0.513
H 4.130 4.502 -3.548 0.327
H 2.051 3.032 -2.429 -0.091
H 3.542 2.456 -3.002 0.461
H 4.353 3.682 -0.679 0.364
H 3.824 2.031 -0.800 0.220
H 1.744 2.664 -0.195 -0.004
O -0.583 5.545 1.516 -0.691
C 0.010 4.949 0.362 0.693
C -0.205 5.846 -0.865 -0.393
O 0.280 7.140 -0.555 -0.551
H -1.540 5.541 1.394 0.372
H 1.084 4.853 0.520 0.234
H -0.277 3.904 0.186 -0.452
H -1.225 5.796 -1.250 0.276
H 0.506 5.494 -1.614 0.216
H -0.048 7.402 0.312 0.350
O -4.720 -5.199 -3.098 -0.531
C -4.771 -3.828 -3.485 -0.375
C -3.684 -2.988 -2.847 -0.263
O -2.391 -3.425 -3.271 -0.529
H -3.781 -5.427 -3.028 0.364
H -4.878 -3.682 -4.557 0.277
H -5.675 -3.473 -2.974 0.323
H -3.805 -2.946 -1.762 0.137
H -3.726 -1.969 -3.247 0.279
H -1.992 -3.953 -2.552 0.316
O -1.555 -4.104 -0.658 -0.334
C -0.942 -5.380 -0.352 0.098
C -0.674 -6.150 -1.597 -0.815
O -1.890 -6.484 -2.275 -0.492
H -2.256 -3.854 -0.052 0.161
H -0.067 -5.143 0.262 -0.048
H -1.617 -5.931 0.316 0.433
H -0.182 -7.078 -1.272 0.367
H -0.066 -5.626 -2.334 0.314
H -2.491 -6.808 -1.588 0.321
O -2.056 1.581 2.993 -0.606
C -0.978 2.527 2.879 0.196
C -0.126 2.730 4.149 -0.461
O -0.650 3.563 5.153 -0.591
H -2.764 1.951 3.529 0.298
H -0.244 2.086 2.202 -0.215
H -1.422 3.431 2.464 0.402
H 0.793 3.202 3.774 0.247
H 0.069 1.764 4.614 0.281
H -0.965 4.403 4.809 0.317
```

Values from the calculation:
SMILES string = OCCO.OCCO.OCCO.OCCO.OCCO.OCCO.OCCO.OCCO.OCCO.OCCO
Spin multiplicity = 1

---

Record 2
Below is 11 unconnected molecules or ions with the total composition C20H62O20 in a non-equilibrium geometry, with properties calculated with ωB97M-V/def2-TZVPD.

XYZ file:
```
102
Properties=species:S:1:pos:R:3:mulliken_charge:R:1
O 2.771 3.074 -0.043 -0.511
C 2.936 3.098 -1.433 -0.530
C 1.534 3.363 -1.932 0.924
O 1.030 4.496 -1.237 -0.633
H 2.230 3.850 0.141 0.316
H 3.591 3.899 -1.846 0.343
H 3.461 2.166 -1.717 0.117
H 0.921 2.460 -1.785 -0.668
H 1.577 3.498 -3.047 0.328
H 0.080 4.568 -1.341 0.239
O 1.616 -3.546 0.056 -0.713
C 1.661 -3.310 -1.364 0.612
C 2.942 -3.751 -2.058 -0.446
O 2.728 -3.460 -3.450 -0.584
H 2.191 -2.953 0.512 0.405
H 0.815 -3.919 -1.755 0.435
H 1.531 -2.232 -1.655 -0.380
H 3.116 -4.828 -1.979 0.401
H 3.834 -3.197 -1.810 -0.023
H 2.450 -4.178 -3.989 0.299
O -4.046 0.391 1.828 -0.465
C -3.840 1.465 2.712 -0.740
C -2.526 2.155 2.351 0.361
O -1.375 1.420 2.780 -0.502
H -4.745 -0.194 2.115 0.292
H -4.506 2.325 2.567 0.490
H -3.903 1.240 3.787 0.261
H -2.479 3.181 2.773 0.493
H -2.528 2.247 1.274 -0.349
H -1.476 0.466 2.649 -0.068
O 3.291 -1.533 0.774 -0.239
C 4.618 -1.521 0.228 -0.562
C 4.889 -0.437 -0.823 -0.580
O 3.998 -0.510 -1.930 -0.480
H 2.830 -0.708 0.575 -0.075
H 5.365 -1.412 1.022 0.342
H 4.757 -2.465 -0.291 0.369
H 5.903 -0.600 -1.166 0.521
H 4.791 0.557 -0.336 0.262
H 3.256 0.014 -1.684 0.039
O -3.647 -1.873 3.612 -0.639
C -2.624 -2.708 4.032 -0.555
C -1.265 -1.898 3.904 -0.515
O -1.122 -1.303 2.631 0.693
H -3.165 -1.381 2.907 0.245
H -2.734 -3.018 5.065 0.460
H -2.659 -3.593 3.380 0.116
H -0.397 -2.513 4.171 0.463
H -1.223 -1.162 4.717 0.413
H -0.969 -2.024 1.983 -0.263
O -2.287 -2.550 -1.805 -0.545
C -2.892 -2.965 -0.598 0.116
C -1.953 -3.826 0.286 -0.688
O -0.817 -3.162 0.784 -0.446
H -1.544 -1.978 -1.615 0.265
H -3.143 -2.056 -0.001 -0.271
H -3.797 -3.533 -0.865 0.485
H -1.564 -4.656 -0.307 0.319
H -2.494 -4.302 1.076 0.436
H 0.050 -3.468 0.443 0.193
O -1.898 3.585 -2.209 -0.163
C -2.962 4.525 -2.531 -0.578
C -3.004 5.646 -1.447 -0.411
O -3.079 5.100 -0.126 -0.550
H -2.248 2.715 -2.424 0.328
H -2.771 4.923 -3.525 0.379
H -3.908 4.034 -2.621 0.295
H -3.802 6.401 -1.601 0.383
H -2.063 6.208 -1.523 0.242
H -2.868 4.171 -0.254 0.330
O 2.594 -1.978 3.431 -0.680
C 2.035 -0.800 3.980 0.447
C 2.959 0.397 3.679 -0.015
O 4.175 0.196 4.387 -0.615
H 2.983 -1.814 2.547 0.510
H 1.018 -0.602 3.576 -0.805
H 1.933 -1.015 5.051 0.520
H 2.511 1.319 4.055 0.448
H 3.150 0.555 2.609 -0.095
H 4.179 -0.701 4.662 0.361
O -0.717 -0.259 -1.755 -0.809
C -0.689 0.517 -0.528 0.754
C 0.529 0.167 0.320 -0.771
O 1.782 0.552 -0.264 1.123
H 0.191 -0.342 -2.142 0.013
H -0.783 1.617 -0.741 -0.188
H -1.548 0.209 0.080 0.091
H 0.598 -0.901 0.483 -0.399
H 0.393 0.561 1.335 0.561
H 2.025 1.453 -0.010 0.076
C -4.440 0.608 -2.082 -0.396
O -3.269 1.246 -2.582 -0.570
H -4.966 1.296 -1.416 0.296
H -5.137 0.374 -2.901 0.288
H -4.208 -0.208 -1.413 -0.032
H -2.584 0.549 -2.571 0.261
C 1.351 -0.021 -4.702 -0.879
O 1.522 -0.713 -3.480 -0.309
H 0.702 0.855 -4.507 0.193
H 2.279 0.386 -5.084 0.344
H 0.799 -0.616 -5.431 0.271
H 2.194 -1.405 -3.599 0.169
```

Values from the calculation:
SMILES string = OCCO.OCCO.OCCO.OCCO.OCCO.OCCO.OCCO.OCCO.OCCO.CO.CO
Spin multiplicity = 1

---

Record 3
Below is 12 unconnected molecules or ions with the total composition C20H64O12 in a non-equilibrium geometry, with properties calculated with ωB97M-V/def2-TZVPD.

XYZ file:
```
96
Properties=species:S:1:pos:R:3:mulliken_charge:R:1
C 5.352 4.049 -1.474 -1.210
C 4.450 4.094 -0.278 0.229
C 3.798 2.785 -0.049 -0.443
O 5.139 4.476 0.857 -0.547
H 4.827 3.580 -2.306 0.259
H 6.179 3.372 -1.262 0.333
H 5.747 5.020 -1.770 0.333
H 3.679 4.847 -0.442 0.276
H 2.983 2.972 0.650 0.140
H 4.493 2.095 0.429 0.370
H 3.413 2.390 -0.989 -0.123
H 5.759 3.752 0.971 0.377
C -0.162 -0.915 -0.723 0.083
C 1.167 -0.602 -0.065 -0.025
C 0.991 0.518 0.964 -0.698
O 1.514 -1.813 0.561 -0.497
H 0.030 -1.653 -1.502 0.224
H -0.623 0.010 -1.069 0.214
H -0.881 -1.410 -0.070 -0.508
H 1.876 -0.326 -0.845 0.403
H 0.294 0.246 1.757 0.133
H 0.552 1.442 0.588 0.117
H 1.923 0.711 1.494 0.230
H 0.834 -2.059 1.193 0.325
C -4.274 2.114 -0.016 -1.378
C -3.916 0.705 0.446 1.802
C -3.134 0.713 1.731 -1.122
O -5.069 -0.008 0.607 -0.587
H -5.171 2.109 -0.635 0.348
H -3.473 2.526 -0.630 0.103
H -4.444 2.826 0.792 0.322
H -3.375 0.109 -0.289 -0.609
H -2.997 -0.290 2.136 0.234
H -3.740 1.134 2.534 0.526
H -2.153 1.186 1.696 0.034
H -5.618 0.197 1.367 0.329
C -3.764 -3.155 0.939 -1.019
C -3.321 -3.467 -0.495 0.883
C -1.981 -4.228 -0.426 -0.684
O -4.320 -4.288 -1.105 -0.639
H -3.050 -2.478 1.408 -0.160
H -3.765 -4.157 1.367 0.493
H -4.749 -2.688 0.928 0.313
H -3.272 -2.559 -1.096 -0.082
H -1.152 -3.592 -0.116 -0.166
H -1.725 -4.561 -1.431 0.350
H -2.150 -5.137 0.152 0.401
H -4.042 -4.505 -1.997 0.334
C 2.109 -1.153 4.225 -0.279
O 2.816 -0.284 5.081 -0.549
H 1.021 -1.078 4.217 0.121
H 2.356 -0.887 3.197 0.080
H 2.469 -2.172 4.366 0.358
H 3.746 -0.263 4.847 0.310
C 0.956 2.753 4.246 -0.127
O -0.448 2.861 4.185 -0.533
H 1.395 2.573 3.264 -0.130
H 1.435 3.582 4.768 0.306
H 1.116 1.880 4.879 0.131
H -0.662 3.001 3.260 0.435
C -1.581 -2.437 -3.785 -0.164
O -0.655 -1.357 -4.122 -0.573
H -2.450 -2.189 -4.395 0.362
H -1.207 -3.442 -3.979 0.298
H -1.915 -2.221 -2.770 -0.273
H -0.911 -0.520 -3.727 0.345
C -0.062 -3.953 2.611 -0.605
O -0.417 -2.614 2.295 -0.398
H 0.648 -4.005 3.436 0.255
H -0.953 -4.532 2.853 0.328
H 0.388 -4.417 1.733 0.123
H -0.838 -2.243 3.074 0.222
C -0.780 4.058 0.423 -0.314
O -1.309 3.838 1.744 -0.559
H -1.325 4.867 -0.062 0.346
H 0.283 4.295 0.476 0.299
H -0.948 3.138 -0.137 -0.135
H -1.179 4.690 2.168 0.283
C 2.397 -4.551 -1.029 -0.429
O 3.014 -3.313 -1.130 -0.572
H 1.622 -4.557 -1.795 0.175
H 3.211 -5.270 -1.120 0.327
H 1.876 -4.775 -0.098 0.033
H 2.590 -2.754 -0.475 0.514
C -2.622 1.471 -3.357 -0.423
O -1.246 1.208 -3.619 -0.517
H -2.890 1.590 -2.307 -0.021
H -2.912 2.366 -3.908 0.409
H -3.314 0.653 -3.560 0.264
H -0.761 2.009 -3.830 0.266
C 2.871 1.175 -4.094 -0.332
O 2.718 2.237 -5.072 -0.564
H 3.903 0.909 -3.865 0.340
H 2.426 1.489 -3.150 -0.137
H 2.321 0.339 -4.526 0.386
H 3.020 1.912 -5.924 0.303
```

Values from the calculation:
SMILES string = CC(C)O.CC(C)O.CC(C)O.CC(C)O.CO.CO.CO.CO.CO.CO.CO.CO
Spin multiplicity = 1

---

Record 4
Below is 14 unconnected molecules or ions with the total composition C20H65BF2NO14 in a non-equilibrium geometry, with properties calculated with ωB97M-V/def2-TZVPD.

XYZ file:
```
103
Properties=species:S:1:pos:R:3:mulliken_charge:R:1
C -1.263 1.931 0.773 -0.918
C -1.307 3.444 0.536 1.353
F -2.680 3.754 0.182 -0.420
C -0.398 3.935 -0.561 -1.118
B 1.211 4.008 -0.203 0.553
C 1.605 3.909 1.368 -0.890
C 1.327 5.262 2.053 -0.077
C 1.418 5.207 3.565 -0.512
F 2.458 4.368 4.022 -0.336
O 2.002 2.902 -1.048 -0.658
C 2.022 1.721 -0.605 0.566
N 2.058 0.631 -0.238 -0.491
H -0.977 1.689 1.800 0.236
H -0.554 1.450 0.099 -0.016
H -2.249 1.507 0.578 0.286
H -1.158 3.979 1.478 -0.141
H -0.730 4.941 -0.848 0.285
H -0.566 3.299 -1.443 0.253
H 1.661 5.066 -0.626 -0.382
H 1.106 3.106 1.927 0.261
H 2.685 3.727 1.434 0.336
H 0.318 5.590 1.780 0.152
H 2.049 5.986 1.660 0.100
H 1.630 6.191 3.999 0.314
H 0.485 4.826 3.998 0.258
C -3.948 -1.219 1.357 -0.518
O -2.636 -0.802 1.733 -0.446
H -4.582 -0.337 1.343 0.239
H -3.950 -1.662 0.363 0.172
H -4.356 -1.935 2.080 0.327
H -2.068 -1.576 1.738 0.251
C -6.180 -2.365 -1.964 -0.417
O -5.814 -1.247 -1.153 -0.461
H -5.910 -3.267 -1.419 0.061
H -7.259 -2.374 -2.152 0.314
H -5.651 -2.361 -2.914 0.261
H -6.032 -0.443 -1.632 0.250
C -3.265 -4.977 -1.720 -0.319
O -4.389 -5.529 -1.011 -0.540
H -3.580 -4.854 -2.750 0.094
H -2.981 -4.010 -1.313 0.106
H -2.412 -5.657 -1.676 0.300
H -4.145 -5.644 -0.088 0.292
C 4.918 -1.672 0.177 -0.368
O 3.670 -2.324 0.364 -0.493
H 5.612 -2.391 -0.253 0.101
H 4.813 -0.824 -0.503 0.325
H 5.324 -1.316 1.130 0.155
H 3.068 -1.657 0.719 0.262
C 1.628 8.434 -0.366 -0.394
O 0.301 7.986 -0.114 -0.437
H 2.235 7.543 -0.506 0.151
H 1.674 9.041 -1.277 0.336
H 2.029 9.005 0.471 0.089
H -0.267 8.750 0.016 0.248
C 0.202 -2.390 -1.922 -0.390
O -0.890 -2.933 -1.164 -0.435
H -0.155 -2.280 -2.944 0.235
H 0.513 -1.416 -1.546 0.100
H 1.062 -3.063 -1.916 0.228
H -0.578 -3.027 -0.260 0.235
C 3.964 10.803 2.352 -0.541
O 4.035 9.506 1.781 -0.452
H 2.915 11.090 2.356 0.212
H 4.332 10.815 3.382 0.254
H 4.524 11.537 1.765 0.275
H 4.956 9.231 1.767 0.266
C 5.528 -5.796 -1.454 -0.541
O 5.343 -4.393 -1.608 -0.456
H 6.465 -6.054 -1.944 0.211
H 5.588 -6.046 -0.394 0.222
H 4.717 -6.362 -1.923 0.289
H 4.524 -4.156 -1.156 0.243
C -7.455 -7.215 0.729 -0.528
O -6.887 -7.141 -0.566 -0.455
H -8.392 -7.762 0.642 0.215
H -6.808 -7.752 1.431 0.247
H -7.671 -6.222 1.136 0.244
H -6.053 -6.657 -0.506 0.352
C -4.570 2.544 -2.734 -0.322
O -4.921 3.730 -2.045 -0.557
H -5.341 2.363 -3.483 0.273
H -3.605 2.636 -3.240 0.257
H -4.522 1.682 -2.059 0.009
H -4.232 3.884 -1.386 0.346
C 7.656 -4.541 1.272 -0.606
O 6.428 -5.172 1.587 -0.481
H 8.329 -5.310 0.896 0.288
H 7.529 -3.779 0.498 0.233
H 8.108 -4.078 2.155 0.264
H 5.831 -4.486 1.915 0.299
C -4.717 -3.834 -5.646 -0.626
O -5.080 -4.243 -4.333 -0.382
H -3.966 -3.054 -5.541 0.233
H -4.289 -4.659 -6.223 0.278
H -5.573 -3.428 -6.193 0.260
H -5.745 -4.934 -4.411 0.242
C 5.027 -3.614 4.582 -0.626
O 5.374 -3.036 3.330 -0.395
H 4.757 -4.649 4.390 0.222
H 5.867 -3.595 5.282 0.286
H 4.173 -3.104 5.033 0.283
H 5.613 -2.116 3.470 0.258
```

Values from the calculation:
Spin multiplicity = 1
Charge = -1

---

no.,total energy (Ha),frontier orbital gap (Eh),E_HOMO (eV)
1,-2302.61821,0.341,-9.3
2,-2303.87795,0.377,-9.8
3,-1703.06757,0.360,-9.5
4,-2133.56740,0.292,-5.9